No. 1
88
Properties=species:S:1:pos:R:3:forces:R:3:lowdin_charge:R:1 method="wB97M-V/def2-TZVPD" total_charge=-1 spin_multiplicity=1 e_lumo_ev=1.06 homo_lumo_gap_ev=5.43
Rb -1.228 -0.097 -0.566 0.0 0.2 -0.2 0.58
C 1.576 -4.523 0.300 0.0 0.0 0.0 -0.04
C 2.126 -3.839 -0.916 0.0 0.0 0.0 -0.27
N 3.278 -4.248 -1.413 0.0 0.1 0.0 0.09
C 3.789 -3.622 -2.486 0.0 0.0 0.1 -0.14
C 3.156 -2.559 -3.106 0.0 0.0 0.0 -0.18
C 3.816 -1.864 -4.270 0.0 0.0 0.0 -0.22
O 5.162 -1.473 -3.999 -0.1 0.0 0.0 -0.07
C 1.923 -2.141 -2.609 0.0 0.1 -0.1 -0.09
C 1.156 -0.971 -3.121 0.0 -0.1 0.1 -0.12
N 0.148 -0.949 -3.892 0.1 -0.1 -0.1 0.11
C -0.253 -2.126 -4.574 -0.1 0.1 0.1 -0.31
C 0.594 -2.675 -5.536 0.0 0.0 0.0 -0.03
C 0.196 -3.748 -6.314 0.0 0.0 0.0 -0.09
C -1.068 -4.291 -6.142 0.0 0.0 0.0 -0.11
C -1.916 -3.755 -5.184 0.0 0.0 0.0 -0.17
C -1.526 -2.674 -4.401 0.1 0.0 0.0 -0.61
I -2.830 -2.016 -2.889 0.0 -0.3 -0.5 0.88
C 1.361 -2.753 -1.462 -0.1 0.0 0.1 -0.38
O 0.269 -2.355 -0.933 0.0 0.0 0.1 -0.24
H 2.265 -5.300 0.626 0.0 0.0 0.0 0.07
H 0.596 -4.959 0.089 0.0 0.0 0.0 0.08
H 1.420 -3.801 1.107 0.0 0.0 0.0 0.07
H 4.745 -3.979 -2.854 0.0 0.0 0.0 0.10
H 3.222 -0.991 -4.565 0.0 0.0 0.0 0.10
H 3.877 -2.523 -5.139 0.0 0.0 0.0 0.12
H 5.179 -1.152 -3.091 0.0 0.0 0.0 0.08
H 1.441 0.006 -2.715 0.0 0.0 0.1 0.11
H 1.572 -2.234 -5.676 0.0 0.0 0.0 0.10
H 0.875 -4.158 -7.051 0.0 0.0 0.0 0.10
H -1.394 -5.129 -6.744 0.0 0.0 0.0 0.09
H -2.899 -4.182 -5.032 0.0 0.0 0.0 0.08
C 1.772 2.377 -4.244 0.0 0.0 0.0 -0.12
C 0.473 2.185 -3.787 -0.1 0.0 0.0 -0.12
N 0.113 2.513 -2.554 -0.1 0.0 0.0 0.14
C 1.055 3.036 -1.770 0.0 0.0 0.1 -0.21
C 2.362 3.182 -2.222 0.0 0.0 -0.1 -0.08
N 2.726 2.863 -3.461 0.0 0.0 0.0 0.09
C 0.668 3.463 -0.391 0.0 -0.1 -0.1 -0.20
C 1.272 4.574 0.184 0.0 0.0 -0.1 0.04
C 0.918 4.956 1.471 0.1 0.2 0.1 -0.13
C -0.055 4.203 2.108 0.0 -0.1 0.1 0.05
C -0.625 3.114 1.455 0.0 0.0 0.0 -0.19
N -0.264 2.743 0.228 0.0 0.0 0.1 0.15
C -1.703 2.326 2.123 0.1 0.1 -0.1 -0.24
C -1.661 2.057 3.485 0.0 0.0 0.1 -0.11
N -2.631 1.389 4.102 0.0 0.0 0.0 0.09
C -3.633 0.978 3.336 0.0 0.0 0.0 -0.12
C -3.676 1.227 1.968 0.0 0.1 0.0 -0.15
N -2.713 1.911 1.360 0.0 0.0 0.0 0.11
C 1.546 6.140 2.128 -0.1 -0.2 -0.1 -0.15
C 2.765 6.649 1.698 0.1 0.0 0.0 -0.02
C 3.314 7.748 2.340 0.0 0.0 0.0 -0.14
N 2.740 8.371 3.367 0.0 -0.1 0.0 0.06
C 1.573 7.880 3.778 0.0 0.0 0.0 -0.14
C 0.946 6.786 3.202 -0.1 0.1 0.1 -0.01
H 2.048 2.110 -5.258 0.0 0.0 0.0 0.11
H -0.279 1.723 -4.414 0.0 0.0 0.0 0.11
H 3.140 3.547 -1.561 0.0 0.0 0.0 0.11
H 1.981 5.146 -0.397 0.0 0.0 0.0 0.11
H -0.383 4.440 3.110 0.0 0.0 0.0 0.11
H -0.811 2.357 4.087 0.0 0.0 0.0 0.11
H -4.432 0.423 3.815 0.0 0.0 0.0 0.10
H -4.480 0.848 1.350 0.0 0.0 0.0 0.02
H 3.316 6.190 0.889 0.0 0.0 0.0 0.11
H 4.268 8.143 2.010 0.0 0.0 0.0 0.10
H 1.106 8.389 4.615 0.0 0.0 0.0 0.10
H -0.011 6.468 3.590 0.0 0.0 0.0 0.11
Br -4.487 -1.409 -0.123 0.1 0.0 0.2 -0.36
C -4.296 -2.965 3.336 0.0 0.0 0.0 -0.09
C -3.307 -3.422 4.403 0.0 0.0 0.0 -0.41
C -3.258 -2.448 5.577 0.0 0.0 0.0 -0.08
C -1.915 -3.664 3.815 0.0 0.1 0.0 -0.11
N -1.280 -2.437 3.346 0.0 -0.2 0.1 -0.10
C -1.389 -1.800 2.181 0.0 0.0 -0.1 -0.19
N -0.650 -0.715 2.232 0.0 0.0 0.2 -0.03
N -0.083 -0.710 3.461 0.0 -0.1 -0.1 -0.02
N -0.449 -1.737 4.134 0.0 0.1 -0.1 0.06
H -5.305 -2.906 3.748 0.0 0.0 0.0 0.08
H -4.323 -3.638 2.477 0.0 0.0 0.0 0.07
H -4.047 -1.977 2.944 0.0 0.0 0.0 0.03
H -3.627 -4.401 4.778 0.0 0.0 0.0 0.13
H -2.902 -1.464 5.260 0.0 0.0 0.0 0.06
H -2.591 -2.798 6.367 0.0 0.0 0.0 0.08
H -4.255 -2.319 6.002 0.0 0.0 0.0 0.08
H -1.964 -4.348 2.969 0.0 0.0 0.0 0.13
H -1.241 -4.081 4.561 0.0 0.0 0.0 0.12
H -2.002 -2.133 1.351 0.0 0.0 0.1 0.07

=====

No. 2
12
Properties=species:S:1:pos:R:3:forces:R:3:lowdin_charge:R:1 method="wB97M-V/def2-TZVPD" total_charge=0 spin_multiplicity=1 e_lumo_ev=0.86 smiles="C=NNCC=O" homo_lumo_gap_ev=9.79
C -2.194 -0.028 -0.153 0.1 1.6 -0.2 -0.09
N -1.441 -1.033 0.051 -0.4 0.1 -0.1 -0.06
N -0.132 -0.827 0.328 -0.4 0.0 0.3 -0.09
C 0.531 0.428 0.136 0.6 -0.4 0.4 -0.20
C 2.018 0.136 0.023 0.7 0.7 -0.2 -0.24
O 2.444 -0.967 -0.179 0.1 -0.2 0.1 0.06
H -3.284 -0.105 -0.363 1.1 -0.4 0.3 0.07
H -1.756 1.020 -0.160 -0.8 -1.1 0.1 0.06
H 0.441 -1.619 0.115 0.1 -0.4 0.0 0.11
H 0.264 0.857 -0.827 -0.2 0.6 -0.2 0.12
H 0.357 1.133 0.969 0.0 -0.1 -0.5 0.13
H 2.752 1.005 0.060 -0.9 -0.5 0.1 0.13

=====

No. 3
86
Properties=species:S:1:pos:R:3:forces:R:3:mulliken_spin:R:1 method="wB97M-V/def2-TZVPD" total_charge=+1 spin_multiplicity=4 e_lumo_ev="-2.05 / -3.92" homo_lumo_gap_ev="6.63 / 6.99"
Ti -0.558 0.154 -0.138 0.5 0.0 0.8 1.82
C -3.245 -2.292 0.624 -0.1 0.0 0.0 0.00
C -1.989 -2.405 1.424 0.0 0.0 0.0 0.04
C -1.665 -3.351 2.404 0.0 0.0 -0.1 0.00
C -0.396 -3.010 2.811 0.1 -0.1 0.0 0.02
N 0.000 -1.917 2.133 0.0 0.1 -0.2 0.03
N -0.979 -1.556 1.262 -0.1 0.2 0.0 -0.03
B 1.406 -1.243 2.029 0.0 0.0 0.0 0.01
N 1.273 0.304 2.240 -0.2 0.0 0.0 0.03
C 2.089 1.068 2.979 0.0 0.0 0.0 0.01
C 1.630 2.370 2.936 0.1 -0.2 0.0 0.00
C 0.491 2.319 2.128 -0.1 0.1 -0.1 0.02
C -0.413 3.436 1.725 0.0 0.1 0.0 0.06
N 0.276 1.072 1.715 0.3 -0.4 -0.2 -0.06
N 1.960 -1.563 0.614 -0.2 0.0 -0.1 0.01
C 2.916 -2.425 0.231 0.1 0.0 0.0 0.02
C 2.887 -2.529 -1.143 0.0 0.1 0.1 0.00
C 1.845 -1.685 -1.540 0.0 0.1 -0.2 0.03
C 1.387 -1.390 -2.931 0.0 0.0 -0.1 0.02
N 1.279 -1.116 -0.481 0.0 0.2 0.3 -0.05
N 2.312 -1.753 3.133 0.0 0.0 0.0 0.00
C 2.002 -1.838 4.450 0.0 0.1 0.1 0.00
C 3.167 -1.981 5.157 -0.1 0.0 -0.1 0.00
C 4.180 -1.951 4.175 0.1 0.0 0.0 0.00
C 5.658 -2.053 4.366 0.1 0.0 0.0 0.00
N 3.664 -1.799 2.969 -0.1 0.0 0.0 0.00
H -3.518 -3.259 0.198 0.0 0.0 0.0 0.00
H -3.137 -1.575 -0.190 0.0 0.0 0.0 0.01
H -4.079 -1.957 1.244 0.0 0.0 0.0 0.00
H -2.270 -4.171 2.748 0.0 0.0 0.0 0.00
H 0.258 -3.492 3.516 0.0 0.0 0.0 0.00
H 2.934 0.628 3.483 0.0 0.1 0.0 0.00
H 2.048 3.230 3.430 0.0 0.0 0.0 0.00
H 0.078 4.395 1.888 0.0 0.0 0.0 0.00
H -1.339 3.434 2.302 0.0 0.0 0.0 0.00
H -0.687 3.361 0.672 0.0 0.0 0.0 -0.01
H 3.568 -2.866 0.963 0.0 0.0 0.0 0.00
H 3.538 -3.114 -1.769 0.0 0.0 0.0 0.00
H 2.224 -1.457 -3.626 0.0 0.0 0.0 0.00
H 0.965 -0.387 -2.996 0.0 0.0 0.0 0.00
H 0.629 -2.100 -3.271 0.0 0.0 0.0 0.00
H 0.987 -1.758 4.802 0.0 0.0 0.0 0.00
H 3.276 -2.097 6.221 0.0 0.0 0.0 0.00
H 5.896 -2.551 5.305 0.0 0.0 0.0 0.00
H 6.124 -1.066 4.390 0.0 0.0 0.0 0.00
H 6.111 -2.616 3.552 0.0 0.0 0.0 0.00
C -2.427 -2.435 -3.137 0.0 0.0 0.0 0.00
N -2.481 -1.085 -3.686 0.1 0.0 -0.1 0.03
C -3.011 -0.988 -5.039 0.0 0.0 0.0 0.00
C -1.922 -0.063 -3.039 0.2 0.2 0.1 0.05
O -1.414 -0.185 -1.917 -0.4 -0.4 -0.6 0.05
C -1.902 1.322 -3.687 -0.1 -0.1 -0.1 0.00
O -1.394 2.289 -2.812 0.0 0.0 0.1 0.00
C -0.124 2.827 -3.078 0.1 0.1 -0.1 0.01
C 0.932 2.408 -2.050 0.1 0.0 0.0 0.01
O 0.650 1.667 -1.109 -0.4 0.1 0.0 0.00
N 2.172 2.885 -2.204 0.0 -0.1 0.0 0.01
C 2.599 3.758 -3.283 0.0 0.0 0.0 0.00
C 3.228 2.465 -1.285 0.0 0.0 -0.1 0.00
H -1.949 -3.096 -3.862 0.0 0.0 0.0 0.00
H -3.438 -2.797 -2.943 0.0 0.0 0.0 0.00
H -1.857 -2.439 -2.213 0.0 0.0 0.0 0.00
H -2.307 -1.416 -5.755 0.0 0.0 0.0 0.00
H -3.222 0.040 -5.315 0.0 0.0 0.0 0.00
H -3.945 -1.547 -5.094 0.0 0.0 0.0 0.00
H -2.929 1.606 -3.938 0.0 0.0 0.0 0.00
H -1.341 1.279 -4.627 0.0 0.0 0.0 0.00
H -0.217 3.915 -3.047 0.0 0.0 0.0 0.00
H 0.222 2.557 -4.081 0.0 0.0 0.0 0.00
H 1.757 4.186 -3.818 0.0 0.0 0.0 0.00
H 3.230 3.213 -3.988 0.0 0.0 0.0 0.00
H 3.179 4.581 -2.864 0.0 0.0 0.0 0.00
H 2.839 1.717 -0.602 0.0 0.0 0.0 0.00
H 3.591 3.325 -0.721 0.0 0.0 0.0 0.00
H 4.052 2.042 -1.861 0.0 0.0 0.0 0.00
Br -7.122 1.603 2.022 -0.1 0.0 0.0 0.00
C -5.328 1.417 1.480 0.1 0.0 0.0 -0.03
C -4.985 1.715 0.169 0.0 0.0 -0.1 0.06
C -3.656 1.582 -0.247 -0.3 0.0 0.2 -0.05
C -2.794 1.119 0.705 0.4 0.2 -0.1 0.78
C -3.048 0.856 2.022 -0.2 0.0 -0.1 -0.08
C -4.381 1.001 2.408 0.1 0.0 0.1 0.06
H -5.737 2.062 -0.527 0.0 0.0 0.0 0.01
H -3.355 1.845 -1.251 0.0 0.0 0.0 0.03
H -2.277 0.533 2.709 0.0 0.0 0.0 0.03
H -4.671 0.792 3.429 0.0 0.0 0.0 0.01

=====

No. 4
51
Properties=species:S:1:pos:R:3:forces:R:3:mulliken_spin:R:1 method="wB97M-V/def2-TZVPD" total_charge=+1 spin_multiplicity=4 e_lumo_ev="-3.48 / -3.47" homo_lumo_gap_ev="6.90 / 6.92"
Er 0.218 -0.105 0.388 0.1 -0.6 0.4 3.04
C 4.408 -3.618 2.246 0.2 -0.9 0.8 0.00
S 4.099 -2.172 3.237 -0.7 0.9 -0.2 0.00
C 2.879 -1.259 2.301 0.5 0.1 0.7 0.00
S 2.317 -1.844 0.762 -0.3 0.5 0.6 -0.01
N 2.567 -0.142 2.951 0.4 -1.3 -0.8 0.00
N 1.729 0.659 2.248 0.1 -0.6 0.4 0.00
C 1.673 1.848 2.702 0.3 0.4 -0.4 -0.01
C 0.882 2.763 1.897 -0.2 -0.1 0.0 0.00
C 0.798 4.081 2.225 0.1 1.2 0.5 0.00
C 0.142 4.994 1.406 0.0 -0.1 -0.1 0.00
C -0.520 4.512 0.290 0.9 -0.7 0.6 0.00
C -0.401 3.132 0.048 -1.1 1.2 -0.7 0.00
N 0.265 2.278 0.793 0.2 0.1 0.4 -0.01
H 5.426 -3.939 2.524 -0.4 0.1 -0.2 0.00
H 4.372 -3.365 1.201 0.0 -0.1 -0.3 0.00
H 3.701 -4.418 2.537 0.4 0.4 -0.5 0.00
H 2.343 2.196 3.513 -0.7 -0.3 -0.4 0.00
H 1.241 4.443 3.145 0.2 -0.1 -0.1 0.00
H 0.209 6.047 1.655 -0.3 -0.1 -0.1 0.00
H -1.069 5.154 -0.365 -0.2 0.1 -0.3 0.00
H -0.947 2.731 -0.792 0.1 -0.3 -0.1 0.00
S -0.289 -2.151 -1.372 0.3 0.5 -0.5 -0.01
C 0.459 -0.912 -2.392 -0.7 -0.9 -0.1 0.00
C 0.647 -1.074 -3.773 -0.3 -0.8 -0.3 0.00
C 1.303 -0.111 -4.489 0.4 0.5 -0.3 0.00
C 1.811 1.021 -3.845 -0.9 -0.8 1.2 0.00
C 1.495 1.151 -2.505 0.9 1.3 0.0 0.00
N 0.825 0.236 -1.806 0.2 0.0 -0.1 -0.01
H 0.295 -1.981 -4.279 0.1 0.4 0.4 0.00
H 1.450 -0.199 -5.558 0.0 -0.2 0.0 0.00
H 2.399 1.742 -4.339 0.4 0.8 -0.5 0.00
H 1.816 2.046 -1.928 -0.2 -0.7 -0.5 0.00
C -0.888 -2.288 2.873 0.5 0.1 -1.4 0.00
O -1.025 -0.984 2.158 0.4 -0.9 0.6 0.00
H -1.859 -2.761 2.805 0.0 -0.4 -0.1 0.00
H -0.640 -2.122 3.908 0.3 0.2 0.2 0.00
H -0.086 -2.872 2.332 -1.0 0.7 0.7 0.00
H -1.639 -0.447 2.661 -0.2 0.2 0.1 0.00
C -3.956 -1.350 -2.686 0.3 -0.7 0.2 0.00
N -3.443 -0.849 -1.422 -0.2 -0.3 -0.8 0.00
C -3.915 -1.525 -0.225 -1.1 0.4 -0.1 0.00
C -2.491 0.031 -1.460 0.3 0.8 1.7 0.00
O -1.944 0.461 -0.406 0.5 0.1 -0.3 0.00
H -3.547 -2.385 -2.801 -0.6 0.8 -0.3 0.00
H -3.628 -0.702 -3.497 0.0 -0.2 0.0 0.00
H -5.036 -1.314 -2.618 -0.2 -0.3 -0.3 0.00
H -3.145 -1.652 0.511 0.5 0.1 0.2 0.00
H -4.293 -2.505 -0.530 0.1 0.2 0.1 0.00
H -4.757 -0.939 0.211 0.6 -0.4 -0.2 0.00
H -2.253 0.460 -2.439 0.1 -0.2 0.0 0.00

=====

No. 5
15
Properties=species:S:1:pos:R:3:forces:R:3:lowdin_charge:R:1 method="wB97M-V/def2-TZVPD" total_charge=0 spin_multiplicity=1 e_lumo_ev="-1.21 / -1.60" homo_lumo_gap_ev="7.03 / 6.70"
C -1.886 1.891 -0.311 0.8 -0.6 0.1 0.30
C -0.881 1.015 -0.054 -2.4 -1.1 -1.6 -0.35
C 0.268 1.072 0.647 1.1 1.8 1.1 0.09
C -1.029 -0.398 -0.685 -0.5 0.6 0.1 -0.21
C 1.173 0.177 0.937 -0.1 -1.2 -0.2 -0.33
C -2.041 -0.569 -1.880 1.5 1.3 0.5 -0.02
C 2.444 0.235 1.685 -2.0 -1.2 3.7 -0.04
N -0.206 -1.292 -0.188 -2.3 -0.4 -2.2 0.02
N 0.741 -1.147 0.609 1.4 0.8 1.3 0.08
H -1.469 -0.247 -2.785 -0.5 -0.3 0.5 0.09
H -2.836 0.188 -1.734 0.3 -0.5 -0.1 0.05
H -2.488 -1.542 -2.071 0.4 -0.1 0.5 0.07
H 3.124 0.915 1.336 1.6 1.7 -1.0 0.04
H 2.817 -0.772 1.641 0.6 -0.3 0.1 0.07
H 2.268 0.473 2.853 0.2 -0.4 -2.7 0.14

=====

No. 6
45
Properties=species:S:1:pos:R:3:forces:R:3:mulliken_spin:R:1 method="wB97M-V/def2-TZVPD" total_charge=+2 spin_multiplicity=5 e_lumo_ev="-6.39 / -10.28" homo_lumo_gap_ev="8.03 / 6.45"
C -0.193 -1.984 2.557 -0.3 -0.1 0.1 0.04
H 0.205 -2.257 3.545 0.0 0.3 -0.3 0.00
H -1.192 -1.553 2.716 0.2 -0.1 0.0 -0.01
H 0.451 -1.191 2.133 0.1 0.0 0.1 -0.02
C -0.267 -3.206 1.646 0.2 0.0 0.1 0.00
H -0.631 -2.900 0.660 -0.1 0.0 -0.2 0.00
H 0.744 -3.593 1.484 -0.1 0.0 0.0 0.00
C -1.155 -4.313 2.206 0.0 0.1 0.0 0.00
H -1.186 -5.172 1.534 0.0 0.1 0.1 0.00
H -0.785 -4.660 3.175 0.0 0.1 -0.1 0.00
H -2.179 -3.958 2.345 0.0 0.0 0.0 0.00
C -0.105 1.500 -1.526 -0.5 2.4 -2.2 0.04
C -0.937 0.397 -1.854 -1.3 -0.5 -2.9 0.25
C -1.904 0.241 -0.804 -2.4 -0.4 -1.2 0.24
C -1.695 1.269 0.134 -2.1 2.3 0.7 0.17
C -0.601 2.068 -0.324 -1.1 3.4 0.3 0.29
C -0.162 3.396 0.272 0.0 -0.3 0.2 -0.02
C -2.545 1.513 1.359 0.5 -0.2 -0.3 0.04
C -3.006 -0.791 -0.740 0.5 0.2 0.1 0.03
C -0.914 -0.371 -3.164 0.1 -0.1 0.4 0.02
C 0.968 2.078 -2.393 -0.5 -0.1 0.1 0.02
Rh 0.019 0.090 -0.050 6.1 -6.3 4.7 2.12
H -2.045 2.182 2.059 -0.1 -0.1 0.0 0.00
H -3.502 1.959 1.067 0.1 -0.1 0.0 0.02
H -2.749 0.560 1.852 -0.1 0.2 0.1 0.00
H -0.420 3.470 1.339 0.1 -0.1 -0.4 0.00
H 0.923 3.524 0.172 -0.2 0.0 0.1 0.01
H -0.642 4.256 -0.234 0.1 -0.6 0.1 0.02
H 1.450 1.302 -2.981 0.1 0.0 -0.1 0.00
H 0.487 2.791 -3.068 0.2 0.0 -0.1 0.01
H 1.714 2.601 -1.800 0.0 0.1 0.0 0.00
H -1.383 -1.360 -3.062 0.2 0.3 0.0 0.00
H -1.457 0.165 -3.964 0.2 0.0 0.5 0.02
H 0.119 -0.509 -3.503 -0.2 0.0 0.0 0.01
H -3.093 -1.162 0.283 -0.2 -0.1 -0.1 0.01
H -3.960 -0.332 -1.021 0.1 0.0 0.0 0.02
H -2.805 -1.625 -1.413 -0.1 0.1 0.1 -0.01
N 4.355 1.903 -0.181 -0.1 -2.7 0.1 0.04
C 3.916 0.636 -0.080 2.5 0.4 0.1 0.01
N 4.735 -0.424 0.003 -0.9 2.4 -0.2 0.05
S 2.274 0.351 -0.023 -1.9 -0.6 0.3 0.59
H 5.319 2.107 -0.201 1.2 0.3 -0.1 0.00
H 3.732 2.658 -0.231 -1.0 0.9 0.0 0.01
H 4.386 -1.338 0.081 -0.6 -1.2 0.1 0.00
H 5.716 -0.319 -0.008 1.2 0.2 0.0 0.00

=====

No. 7
17
Properties=species:S:1:pos:R:3:forces:R:3:lowdin_charge:R:1 method="wB97M-V/def2-TZVPD" total_charge=0 spin_multiplicity=1 e_lumo_ev=0.68 smiles=CNCCS.O homo_lumo_gap_ev=10.12
C -0.677 2.176 -0.352 3.9 -2.7 -1.1 -0.09
N -0.700 0.765 0.136 -2.8 -1.5 1.4 -0.19
C -0.053 -0.215 -0.756 1.0 2.8 -1.2 -0.34
C -0.044 -1.656 -0.410 0.2 -0.9 -2.5 -0.60
S 1.282 -2.503 0.477 0.1 0.7 -0.7 0.75
H -1.373 2.462 -1.100 -1.2 0.2 -0.3 0.05
H -0.462 2.926 0.414 -0.3 -0.4 -0.1 0.08
H 0.297 1.952 -0.972 -1.4 1.9 0.9 0.10
H -1.667 0.349 0.368 1.8 1.4 -0.4 0.15
H 0.999 0.142 -0.816 -0.4 -0.2 -0.3 0.11
H -0.497 -0.112 -1.797 0.5 -0.1 0.9 0.13
H -0.182 -2.102 -1.442 0.5 -0.2 1.3 0.10
H -0.939 -1.885 0.030 -2.3 -0.8 1.5 0.03
H 2.103 -2.188 -0.546 0.3 -0.3 0.5 -0.12
O 0.747 0.176 2.634 -0.5 -0.1 -0.8 -0.10
H 0.900 -0.713 2.313 0.7 -0.8 0.6 -0.06
H 0.264 0.425 1.819 -0.2 1.0 0.3 -0.02

=====

No. 8
12
Properties=species:S:1:pos:R:3:forces:R:3:lowdin_charge:R:1 method="wB97M-V/def2-TZVPD" total_charge=0 spin_multiplicity=1 e_lumo_ev=-1.54 smiles="C=C1C=NC(=O)N=C1" homo_lumo_gap_ev=8.06
C -1.965 0.016 0.391 2.5 -4.7 -0.2 0.13
C -0.685 0.031 0.011 0.5 0.5 -1.7 -0.25
C 0.257 1.199 -0.315 -6.1 2.9 1.4 -0.14
N 1.467 1.279 -0.119 3.5 -2.0 -0.3 0.14
C 2.114 -0.072 0.073 3.6 1.3 0.7 -0.38
O 3.363 -0.142 0.346 -6.1 0.1 -1.1 0.05
N 1.291 -1.181 -0.191 0.9 -1.5 -0.8 0.14
C 0.017 -1.159 -0.338 1.3 -0.7 2.1 -0.10
H -2.483 -0.947 0.684 0.7 1.2 -0.7 0.11
H -2.463 0.850 0.441 -2.9 4.6 0.7 0.01
H -0.355 2.210 -0.462 1.4 -1.9 0.0 0.15
H -0.558 -2.084 -0.519 0.6 0.3 -0.3 0.13

=====

no.,electronic energy (a.u.)
1,-5133.845185
2,-302.590350
3,-5388.742650
4,-3295.417848
5,-379.524927
6,-1167.164617
7,-649.019123
8,-377.578034